Entry 1:
This record from the OMol25 dataset describes C2H6O2 in the gas phase. The level of theory is ωB97M-V/def2-TZVPD.

Cartesian coordinates (Å):
O -0.129 1.300 0.886
C -0.281 0.594 -0.411
C 0.201 -0.837 -0.342
O -0.463 -1.489 0.697
H 0.815 1.626 0.911
H -1.296 0.654 -0.674
H 0.292 1.196 -1.137
H 1.317 -0.791 -0.171
H -0.041 -1.452 -1.192
H -0.415 -0.800 1.433

Computed properties:
SMILES = OCCO
HOMO level = -10.18 eV
Orbital gap = 10.9714 eV
LUMO energy = 0.80 eV

***

Entry 2:
This record from the OMol25 dataset describes 2 unconnected molecules or ions with the total composition C2H6O2. The level of theory is ωB97M-V/def2-TZVPD.

Cartesian coordinates (Å):
C 1.871 0.780 -0.226
O 2.364 -0.188 0.358
H 2.138 1.751 0.192
H 0.835 0.830 -0.767
C -1.821 -0.729 0.469
O -1.754 0.176 -0.611
H -0.970 -1.330 0.458
H -2.719 -1.405 0.362
H -1.867 -0.185 1.438
H -2.601 0.128 -1.115

Computed properties:
SMILES = C=O.CO
HOMO level = -9.97 eV
Orbital gap = 10.6166 eV
LUMO energy = 0.65 eV

***

Entry 3:
This record from the OMol25 dataset describes 4 unconnected molecules or ions with the total composition C2H6O2. The level of theory is ωB97M-V/def2-TZVPD.

Cartesian coordinates (Å):
O 1.056 -0.318 -1.236
C -1.454 0.687 -0.070
C -2.057 -0.453 -0.021
H 0.132 0.053 -1.019
H -1.573 -1.609 -1.163
H 1.451 0.175 -1.944
H -3.148 -0.779 -0.150
H 1.076 0.815 2.142
H 1.206 0.040 0.693
O 1.684 0.305 1.485

Computed properties:
HOMO level (alpha / beta) = -14.96 / -14.90 eV
Charge = +1
Orbital gap (alpha / beta) = 5.3194 / 3.7734 eV
LUMO energy (alpha / beta) = -9.65 / -11.12 eV
2S+1 = 2
<S²> = 0.7745

***

Entry 4:
This record from the OMol25 dataset describes C2H6O2P2 in the gas phase. The level of theory is ωB97M-V/def2-TZVPD.

Cartesian coordinates (Å):
C -1.248 1.126 -0.327
C 0.421 -1.361 -0.694
O 3.182 0.041 0.754
O 0.742 0.049 1.398
P 1.977 0.581 0.171
P -0.503 -0.322 0.455
H -1.645 1.828 0.496
H -0.517 1.629 -0.912
H -2.187 0.712 -0.896
H 1.260 -2.030 -0.347
H -0.083 -1.671 -1.607
H -1.401 -0.581 1.508

Computed properties:
HOMO level = -8.32 eV
Orbital gap = 8.7678 eV
LUMO energy = 0.45 eV

***

Entry 5:
This record from the OMol25 dataset describes C2H6O2S in the gas phase. The level of theory is ωB97M-V/def2-TZVPD.

Cartesian coordinates (Å):
O 0.802 -1.306 -0.465
C 0.769 -0.036 0.171
O 0.798 0.965 -0.701
C -0.635 0.161 0.932
S -2.018 -0.188 -0.153
H 0.024 -1.562 -1.028
H 1.754 0.073 0.843
H 1.428 0.691 -1.350
H -0.681 1.263 1.202
H -0.703 -0.584 1.830
H -1.537 0.522 -1.281

Computed properties:
SMILES = OC(O)CS
HOMO level = -9.26 eV
Orbital gap = 9.9710 eV
LUMO energy = 0.71 eV

***

Entry 6:
This record from the OMol25 dataset describes 2 unconnected molecules or ions with the total composition C2H6O2S2. The level of theory is ωB97M-V/def2-TZVPD.

Cartesian coordinates (Å):
O 4.128 1.695 -0.728
C 3.068 1.346 -0.183
O 1.894 2.052 -0.392
H 3.028 0.537 0.530
H 1.972 2.485 -1.214
C -0.514 -0.169 1.306
S -1.278 -0.521 -0.282
S -2.764 -1.813 0.233
H -0.778 0.753 1.789
H 0.621 -0.063 1.089
H -0.809 -1.012 1.910
H -2.860 -2.400 -1.090

Computed properties:
SMILES = O=CO.CSS
HOMO level = -8.14 eV
Orbital gap = 8.6928 eV
LUMO energy = 0.55 eV

***

Entry 7:
This record from the OMol25 dataset describes 2 unconnected molecules or ions with the total composition C2H6O2S2. The level of theory is ωB97M-V/def2-TZVPD.

Cartesian coordinates (Å):
O -3.739 -0.240 0.853
C -2.575 -0.110 0.993
O -1.838 -1.195 1.117
H -1.951 0.793 0.946
H -0.921 -0.994 1.448
C 2.280 0.419 -2.196
S 1.087 0.910 -0.990
S 1.387 -0.396 0.677
H 2.468 1.298 -2.772
H 3.346 0.152 -1.637
H 1.956 -0.423 -2.845
H 1.898 0.576 1.328

Computed properties:
SMILES = O=CO.CSS
HOMO level = -9.55 eV
Orbital gap = 9.4013 eV
LUMO energy = -0.15 eV

***

Entry 8:
This record from the OMol25 dataset describes a molecular structure, C2H6O2Tl. The level of theory is ωB97M-V/def2-TZVPD.

Cartesian coordinates (Å):
Tl 0.363 3.158 -0.735
C -0.467 -0.363 0.736
C 0.603 -0.650 -0.359
O 0.454 0.181 -1.527
O -0.719 1.020 1.028
H -0.271 -0.905 1.661
H -1.372 -0.849 0.373
H 0.418 -1.668 -0.701
H 1.620 -0.486 -0.002
H 0.791 -0.460 -2.158
H -1.419 1.022 1.684

Computed properties:
HOMO level (alpha / beta) = -21.38 / -20.13 eV
Charge = +2
Orbital gap (alpha / beta) = 12.9918 / 5.5229 eV
LUMO energy (alpha / beta) = -8.39 / -14.60 eV
2S+1 = 2
<S²> = 0.7552

***

Relative energy (zero: lowest compared OMol25 entry of this formula, charge and spin), respectively: 18.8; 45.2; 205.4; 11.7; 20.8; 24.4; 18.7; 10.6 kcal per mole.
Energy, respectively: -230.2507; -230.2086; -229.6050; -912.9661; -628.4361; -1026.6237; -1026.6328; -401.9785 hartree.